{
  "formula": "C4H5FO",
  "method": "ωB97M-V/def2-TZVPD",
  "symbols": ["C", "C", "F", "C", "C", "O", "H", "H", "H", "H", "H"],
  "positions_angstrom": [[-1.901355, 0.463646, 1.076923], [-0.845158, 0.545529, 0.340954], [-0.662957, 1.499471, -0.569254], [0.397156, -0.686122, 0.333070], [0.789693, -1.053427, -1.040641], [0.538146, -1.311517, 1.363150], [-2.615176, 1.231513, 0.977330], [-1.942749, -0.436090, 1.607704], [1.328701, -0.321600, -1.618851], [-0.161464, -1.265924, -1.625426], [1.413849, -1.942889, -0.997919]],
  "atomic_forces_ev_per_a": [[0.2, 0.1, -0.3], [3.8, -2.2, -0.8], [0.3, 0.5, -0.4], [-3.8, 1.5, 1.6], [-0.3, -1.0, -0.9], [0.4, 0.9, -1.7], [-1.1, 0.4, 0.3], [-0.6, -0.8, 1.3], [0.1, 0.6, 0.1], [1.0, 0.2, 0.8], [-0.1, -0.2, -0.1]],
  "nbo_charge": [-0.5062, 0.3188, -0.3382, 0.5692, -0.7375, -0.5081, 0.2221, 0.2339, 0.2524, 0.2541, 0.2394],
  "lumo_energy_ev": 0.6,
  "homo_lumo_gap_ev": 10.58,
  "largest_force_ha_per_bohr": 0.08792,
  "de_lowest_kcal_mol": 17.8
}

{
  "formula": "C5H10Se",
  "method": "ωB97M-V/def2-TZVPD",
  "symbols": ["C", "C", "C", "C", "C", "Se", "H", "H", "H", "H", "H", "H", "H", "H", "H", "H"],
  "positions_angstrom": [[2.821852, 1.749632, 0.659325], [2.097798, 1.017004, -0.228654], [-3.228700, -1.072717, -0.748257], [1.505831, -0.262755, -0.298602], [-0.873228, -0.461505, 0.882956], [-2.078453, 0.399116, -0.199499], [3.443990, 2.621052, 0.428010], [2.910584, 1.455441, 1.727934], [1.896675, 1.679731, -1.023878], [-3.109501, -1.227582, -1.806130], [-2.937141, -2.058129, -0.182964], [-4.299528, -0.872971, -0.550782], [0.973769, -0.474625, -1.174340], [1.967297, -1.044229, 0.297332], [-0.189401, 0.151295, 1.427068], [-0.901842, -1.598762, 0.790478]],
  "atomic_forces_ev_per_a": [[0.8, -0.9, 2.4], [-0.3, 0.6, -0.1], [-0.1, -1.9, 1.3], [1.6, 0.9, 1.5], [-0.2, -2.1, -0.8], [-0.5, 0.4, -0.2], [-0.8, -0.2, -0.3], [0.2, -0.1, -0.8], [-0.4, 0.2, -1.7], [0.1, -0.1, -0.4], [-0.5, 2.0, -1.0], [0.7, 0.1, 0.1], [-0.7, -0.6, -0.9], [-0.5, -0.1, 0.0], [0.1, -0.1, 0.5], [0.4, 1.9, 0.6]],
  "nbo_charge": [-0.3564, -0.2886, -0.8046, -0.3485, -0.6770, 0.3962, 0.1985, 0.1729, 0.1935, 0.2211, 0.2304, 0.2315, 0.1974, 0.1932, 0.2238, 0.2167],
  "lumo_energy_ev": [-0.1, 0.4],
  "homo_lumo_gap_ev": [6.87, 7.93],
  "largest_force_ha_per_bohr": 0.05187,
  "de_lowest_kcal_mol": 64.2
}

{
  "formula": "C3H5N3S",
  "method": "ωB97M-V/def2-TZVPD",
  "symbols": ["N", "N", "S", "C", "C", "C", "N", "H", "H", "H", "H", "H"],
  "positions_angstrom": [[-2.362527, 1.556464, -0.892327], [-2.549752, 0.662537, -0.210201], [-2.819140, -0.504668, 0.748855], [1.265091, 0.348442, 0.837849], [0.863975, -0.111807, -0.609090], [0.045114, -1.264201, -0.436041], [-0.646505, -2.127409, -0.271727], [1.368497, -0.650160, 1.419002], [0.587544, 0.981797, 1.109743], [2.179765, 0.942185, 0.768463], [1.751020, -0.427336, -1.197132], [0.316916, 0.594159, -1.267399]],
  "atomic_forces_ev_per_a": [[-0.3, -2.0, 1.3], [0.4, 3.3, -2.2], [-0.7, -0.9, 1.1], [4.1, -4.5, -2.7], [1.2, 0.4, -0.4], [1.6, 2.0, -1.0], [-2.1, -3.5, 0.5], [-0.1, 2.3, -0.4], [-4.4, 3.2, 2.5], [0.2, -0.5, 0.2], [-0.4, 0.2, 0.4], [0.4, 0.0, 0.7]],
  "nbo_charge": [-0.0183, -0.1590, 0.1805, -0.5652, -0.5234, 0.2865, -0.3413, 0.2280, 0.2014, 0.2143, 0.2460, 0.2507],
  "lumo_energy_ev": 0.6,
  "homo_lumo_gap_ev": 10.06,
  "largest_force_ha_per_bohr": 0.12959,
  "de_lowest_kcal_mol": 56.5
}

{
  "formula": "C6H8N2O2",
  "method": "ωB97M-V/def2-TZVPD",
  "symbols": ["C", "C", "C", "C", "C", "C", "H", "H", "H", "H", "H", "H", "H", "H", "N", "N", "O", "O"],
  "positions_angstrom": [[-2.723075, 0.054539, -0.167521], [-2.717770, -1.030750, 0.554182], [2.306729, -0.872020, -0.086150], [2.799707, 0.508613, 0.167290], [1.910987, 1.524208, 0.108291], [-0.010123, 0.109014, -0.289173], [-2.922392, 0.977887, 0.258866], [-2.854413, 0.068550, -1.236666], [-2.882160, -1.240079, 1.584255], [-2.544184, -2.039905, 0.045129], [0.502081, -1.874611, -0.540293], [3.836448, 0.625643, 0.331326], [2.210218, 2.565901, 0.264934], [-0.110456, 2.113174, -0.062698], [0.917253, -0.955039, -0.569149], [0.556120, 1.322710, -0.021331], [2.952141, -1.894741, 0.071119], [-1.227118, 0.036914, -0.412404]],
  "atomic_forces_ev_per_a": [[-4.1, 0.8, -0.6], [-2.8, -6.8, 1.9], [-0.3, -0.8, 0.2], [-2.0, -0.6, -0.9], [0.6, 0.1, 0.7], [1.2, -0.4, -1.3], [-0.7, 1.7, 1.0], [-1.1, -0.1, -0.4], [-0.2, 0.9, 0.8], [-0.3, 1.5, 0.3], [0.0, -0.2, -0.1], [0.8, 0.2, 0.1], [-0.1, -0.4, -0.1], [0.9, -0.8, 0.1], [-0.1, 2.1, 1.8], [-0.1, 0.9, 0.1], [-0.8, 1.3, -0.4], [9.1, 0.8, -3.2]],
  "nbo_charge": [-0.1788, -0.6994, 0.6528, -0.3889, 0.0704, 0.8125, 0.1835, 0.1738, 0.2006, 0.1612, 0.4339, 0.2488, 0.2247, 0.4318, -0.6447, -0.5977, -0.5532, -0.5313],
  "lumo_energy_ev": 0.0,
  "homo_lumo_gap_ev": 6.14,
  "largest_force_ha_per_bohr": 0.18763,
  "de_lowest_kcal_mol": 127.2
}

{
  "formula": "C32H27N10O3STeW",
  "method": "ωB97M-V/def2-TZVPD",
  "symbols": ["W", "O", "C", "C", "C", "C", "C", "C", "C", "O", "N", "N", "C", "C", "C", "C", "C", "C", "N", "H", "H", "H", "H", "H", "H", "H", "H", "H", "H", "N", "C", "N", "C", "N", "N", "C", "N", "C", "C", "C", "C", "C", "N", "H", "H", "H", "H", "H", "H", "H", "H", "O", "N", "C", "C", "C", "C", "C", "S", "H", "H", "H", "H", "Te", "C", "C", "C", "C", "C", "C", "H", "H", "H", "H", "H"],
  "positions_angstrom": [[-0.214030, 0.665015, -0.412164], [-0.836820, -1.969101, 3.261822], [-1.697979, -2.801345, 2.643604], [-1.944500, -4.039453, 3.230175], [-2.776884, -4.952102, 2.620626], [-3.425681, -4.627574, 1.435099], [-3.230901, -3.390152, 0.866754], [-2.350450, -2.468590, 1.442876], [-2.041734, -1.246044, 0.720706], [-1.021216, -0.477244, 1.099783], [-2.737774, -0.902214, -0.331749], [-2.181495, 0.206674, -0.917186], [-2.946724, 0.934191, -1.749307], [-2.440712, 2.164276, -2.182326], [-3.173002, 3.007177, -3.057574], [-2.696738, 4.246287, -3.372050], [-1.489649, 4.662885, -2.784791], [-0.798468, 3.783647, -1.984316], [-1.199514, 2.538288, -1.683513], [-0.655876, -1.217176, 2.662966], [-1.433498, -4.262132, 4.150964], [-2.912562, -5.925410, 3.065088], [-4.072197, -5.347859, 0.956158], [-3.728105, -3.101018, -0.044813], [-3.947752, 0.602055, -1.996912], [-4.116537, 2.649030, -3.439714], [-3.231326, 4.900821, -4.044122], [-1.105432, 5.653897, -2.964971], [0.144193, 4.098754, -1.552853], [1.478054, 3.942002, 0.633615], [2.102903, 3.184214, -0.299997], [3.363419, 3.509196, -0.550128], [3.935154, 2.858907, -1.578514], [5.200823, 3.195564, -1.877372], [3.328284, 1.962420, -2.335299], [2.072182, 1.636666, -1.998222], [1.396028, 2.226274, -0.929736], [1.378115, 0.739418, -2.847465], [2.007767, 0.194483, -3.993442], [1.308339, -0.592183, -4.859875], [-0.061502, -0.830657, -4.593875], [-0.613003, -0.318700, -3.453034], [0.053746, 0.437424, -2.544153], [2.047517, 4.559800, 1.181705], [0.531671, 3.746785, 0.918736], [5.669888, 3.871739, -1.306050], [5.668918, 2.744804, -2.641023], [3.051283, 0.420894, -4.131129], [1.776540, -1.028137, -5.728272], [-0.660567, -1.427645, -5.261478], [-1.654156, -0.530065, -3.226050], [1.345173, -0.069859, -0.072530], [0.292715, 1.526169, 1.705754], [1.246750, 1.092671, 2.541438], [1.152331, 1.218403, 3.908381], [0.011162, 1.813198, 4.458989], [-0.990590, 2.237782, 3.624198], [-0.829316, 2.074669, 2.240438], [-2.001448, 2.511474, 1.084651], [2.090540, 0.619473, 2.051193], [1.940065, 0.850325, 4.543248], [-0.085169, 1.922870, 5.528863], [-1.909419, 2.670109, 3.982067], [0.450447, -2.067825, -1.071246], [1.128458, -3.167818, 0.661749], [2.253341, -2.759051, 1.374926], [2.681265, -3.478596, 2.476908], [2.014273, -4.629367, 2.861276], [0.925540, -5.067839, 2.127936], [0.479996, -4.342570, 1.037402], [2.775794, -1.862687, 1.067914], [3.540988, -3.150124, 3.043447], [2.340612, -5.182466, 3.729980], [0.406255, -5.972041, 2.408493], [-0.377803, -4.675686, 0.467324]],
  "atomic_forces_ev_per_a": [[1.3, 3.3, 0.5], [0.0, -0.1, 0.0], [-0.1, 0.3, -0.2], [0.0, 0.1, 0.1], [0.1, 0.2, 0.1], [-0.2, -0.1, -0.2], [0.1, 0.0, 0.1], [0.0, -0.2, 0.4], [0.4, 1.3, -0.4], [-1.1, -1.9, -0.3], [-0.3, 0.1, -0.3], [-2.4, 0.8, -0.8], [0.8, -2.3, 1.7], [1.3, 1.8, -0.5], [0.2, -0.9, 0.6], [0.7, 0.5, 0.3], [-0.7, -0.3, -0.4], [0.5, -0.4, 0.3], [-2.0, 0.0, -0.8], [0.0, -0.1, 0.1], [0.1, -0.1, 0.2], [-0.1, -0.1, 0.1], [-0.1, 0.0, 0.0], [0.0, -0.1, -0.1], [0.1, -0.1, 0.1], [-0.1, 0.0, -0.1], [-0.1, 0.0, 0.0], [0.1, 0.0, 0.0], [-0.1, -0.1, 0.0], [0.0, -0.2, -0.3], [-0.5, 0.2, 0.5], [0.3, 0.0, -0.1], [-0.6, 0.2, 0.4], [0.2, 0.0, 0.0], [0.0, -0.4, -0.2], [0.4, 1.2, 0.4], [0.7, -0.7, -1.6], [-0.2, -0.1, -0.6], [-0.2, 0.1, 0.3], [-0.1, 0.0, 0.1], [0.1, 0.3, 0.3], [-0.7, -0.3, -0.3], [1.3, -0.4, 0.5], [0.0, 0.0, 0.0], [0.0, -0.1, 0.0], [0.0, 0.0, 0.0], [0.0, 0.0, 0.0], [0.1, 0.1, 0.0], [0.1, 0.0, -0.1], [-0.1, 0.0, 0.0], [0.2, 0.0, 0.0], [0.8, -0.5, 0.8], [-1.0, -0.2, 1.1], [0.1, -0.1, -0.3], [0.0, 0.1, 0.0], [0.1, -0.1, -0.2], [0.2, 0.0, -0.1], [0.3, 0.0, -0.2], [0.1, -0.1, -0.3], [0.0, 0.0, 0.1], [0.1, -0.1, 0.0], [0.0, 0.0, 0.1], [-0.1, 0.1, 0.1], [-0.1, -1.5, -0.2], [0.1, 0.5, -0.2], [-0.1, 0.2, -0.1], [0.1, 0.0, 0.1], [-0.1, -0.1, 0.0], [0.1, -0.1, 0.0], [0.0, 0.4, -0.5], [0.0, 0.0, 0.0], [0.1, 0.1, 0.0], [0.0, -0.1, 0.1], [0.0, -0.1, 0.0], [-0.1, 0.0, 0.1]],
  "lowdin_charge": [1.5667, 0.0808, -0.2663, -0.0267, -0.0772, -0.0891, -0.0236, -0.1020, -0.4495, -0.3111, 0.0908, -0.2159, -0.1013, -0.2875, -0.0109, -0.0569, -0.0379, -0.1301, -0.0447, 0.0798, 0.1211, 0.1050, 0.0995, 0.1100, 0.1362, 0.1146, 0.1091, 0.1059, 0.0956, 0.1793, -0.4555, 0.1637, -0.4612, 0.1609, 0.1676, -0.2818, 0.0196, -0.2489, -0.0118, -0.0686, -0.0736, -0.2335, -0.1540, 0.1083, 0.0560, 0.0992, 0.1028, 0.1066, 0.1033, 0.1037, 0.0981, -0.6775, -0.1338, -0.1276, -0.0597, -0.0594, -0.0926, -0.8012, 0.7064, 0.1098, 0.1003, 0.1081, 0.1005, 1.3544, -0.5060, -0.1389, -0.0873, -0.0866, -0.0982, -0.1599, 0.0854, 0.1004, 0.1003, 0.1043, 0.0940],
  "lumo_energy_ev": [-1.5, -1.3],
  "s2": 1.008,
  "homo_lumo_gap_ev": [4.01, 5.05],
  "largest_force_ha_per_bohr": 0.06892,
  "spin_multiplicity": 2,
  "de_lowest_kcal_mol": 45.1
}

{
  "formula": "C12H40BClHgO16P4",
  "method": "ωB97M-V/def2-TZVPD",
  "symbols": ["Hg", "Cl", "B", "H", "H", "H", "H", "C", "O", "P", "O", "O", "C", "O", "C", "H", "H", "H", "H", "H", "H", "H", "H", "H", "C", "O", "P", "O", "O", "C", "O", "C", "H", "H", "H", "H", "H", "H", "H", "H", "H", "C", "O", "P", "O", "O", "C", "O", "C", "H", "H", "H", "H", "H", "H", "H", "H", "H", "C", "O", "P", "O", "O", "C", "O", "C", "H", "H", "H", "H", "H", "H", "H", "H", "H"],
  "positions_angstrom": [[0.193524, 0.513187, -0.054454], [-2.629854, -2.789978, -0.178511], [2.246442, 4.078921, 0.043241], [1.899523, 5.052407, 0.353424], [1.743232, 3.715903, -0.839506], [3.273839, 4.194007, -0.265730], [2.059958, 3.393961, 0.855821], [7.429447, -3.731165, -2.288371], [6.152529, -3.158529, -2.186839], [5.645228, -1.830629, -3.015675], [4.348593, -1.219262, -2.632451], [6.904166, -0.811030, -2.824219], [7.347440, -0.394732, -1.553667], [5.690285, -2.227149, -4.629949], [5.043790, -3.340371, -5.247168], [7.824168, -4.098715, -1.341163], [8.089725, -2.940782, -2.645323], [7.519029, -4.568627, -2.980265], [7.050935, -1.079694, -0.759297], [6.876202, 0.571175, -1.371823], [8.425744, -0.512943, -1.660409], [4.182917, -3.711564, -4.691094], [5.783155, -4.141147, -5.233418], [4.688179, -3.130966, -6.256023], [-5.987426, 1.467662, 4.154161], [-5.824286, 2.835864, 3.663130], [-4.372588, 3.548677, 3.865703], [-3.165593, 2.691902, 3.551326], [-4.455152, 4.732568, 2.815343], [-5.670773, 5.412543, 2.766583], [-4.369787, 4.186146, 5.299554], [-3.275330, 4.905884, 5.899565], [-5.429378, 0.875679, 3.428732], [-7.026269, 1.137745, 4.146099], [-5.531958, 1.304027, 5.130821], [-6.612370, 4.911181, 2.990483], [-5.769646, 5.818325, 1.759769], [-5.507622, 6.279194, 3.407222], [-2.339355, 4.840286, 5.344818], [-3.050109, 4.290359, 6.770492], [-3.434733, 5.896958, 6.324359], [-4.662981, 3.204334, -7.106178], [-4.080106, 3.096174, -5.802089], [-3.765519, 1.643174, -5.100852], [-3.139457, 1.806708, -3.750991], [-2.886610, 0.747811, -6.132939], [-2.938834, -0.663911, -5.893256], [-5.220709, 0.873385, -5.158143], [-6.391486, 1.558918, -4.602084], [-5.176726, 4.158497, -7.223323], [-5.443517, 2.497726, -7.388254], [-4.047687, 3.148171, -8.004154], [-3.756953, -1.029128, -5.272437], [-1.936263, -0.979797, -5.604864], [-3.040467, -1.057655, -6.904566], [-6.189784, 2.243829, -3.778482], [-7.213622, 0.923992, -4.271786], [-6.737546, 2.057742, -5.507352], [2.418287, -5.480931, 3.185853], [2.017508, -4.801527, 4.333384], [2.265905, -3.197568, 4.547496], [2.153905, -2.253411, 3.410580], [3.786411, -3.123940, 5.378934], [5.022716, -3.715823, 5.070570], [1.182796, -2.864834, 5.743851], [-0.155258, -3.226776, 5.644570], [2.962226, -6.413474, 3.336165], [3.024648, -4.853734, 2.532362], [1.529445, -5.756078, 2.618088], [5.454881, -4.129340, 5.981802], [5.716179, -3.073182, 4.528154], [4.943197, -4.574501, 4.403898], [-0.386262, -4.136016, 6.199570], [-0.520866, -3.184203, 4.618591], [-0.753273, -2.411912, 6.052593]],
  "atomic_forces_ev_per_a": [[-0.1, -0.1, 0.1], [0.5, 0.5, 0.0], [0.6, -0.4, -1.7], [-0.9, 3.9, 2.5], [-1.7, -2.2, -3.2], [3.9, 1.1, -1.6], [-2.3, -3.0, 3.8], [1.4, 0.6, -0.6], [-2.0, 0.8, -0.3], [0.1, 0.3, -0.9], [1.4, -1.4, 0.1], [-1.7, -1.9, -2.2], [-0.1, -0.6, 0.3], [0.5, 1.3, 2.0], [0.1, -0.8, 0.9], [-0.5, 0.3, 0.3], [0.4, -0.2, 0.0], [-0.6, 0.0, -0.2], [-0.2, -0.1, 0.0], [0.8, 0.2, 0.2], [0.1, 1.0, 0.5], [-0.1, 0.3, 0.2], [-0.1, -0.2, -0.4], [0.4, 0.5, 0.1], [1.0, -0.1, -0.9], [0.8, 0.3, 1.4], [2.4, -2.5, -2.0], [-2.4, 1.4, 1.0], [0.0, -1.6, 0.4], [-0.6, 2.6, -0.7], [-0.9, 1.0, 0.3], [1.2, -1.7, 1.1], [-0.1, -0.4, 0.2], [0.0, 0.6, 0.0], [-0.2, 0.3, 0.1], [0.5, -0.5, 0.3], [0.0, -0.1, -0.1], [-0.7, 0.2, 0.2], [-0.4, 0.3, -0.6], [0.1, 0.1, 0.2], [-0.8, 0.1, -0.9], [-1.1, 0.3, -1.1], [0.5, -1.7, -0.4], [0.0, 0.3, 1.0], [-1.3, -0.1, -2.2], [-1.7, 1.6, 1.2], [0.9, -0.6, -1.5], [0.9, 0.4, 1.0], [0.2, 0.4, -1.2], [0.3, 0.2, 0.7], [-0.1, -0.6, 0.9], [1.2, -0.1, 0.7], [0.3, 0.3, 0.1], [-0.3, 0.0, 0.7], [-0.4, -0.4, 0.1], [0.5, 0.0, -0.2], [0.7, -0.8, -0.1], [-0.5, 0.6, 0.5], [0.0, -0.3, -2.1], [0.2, 1.9, 1.3], [1.2, 0.1, 1.8], [0.3, -1.5, 0.8], [-3.7, 0.6, -0.8], [0.1, -1.2, -0.8], [3.5, -0.4, -1.0], [-1.7, 0.7, -0.4], [0.1, 0.2, 0.8], [0.0, 0.1, 0.0], [-0.1, 0.1, -0.1], [0.1, 0.4, 0.1], [-0.1, 0.6, 0.4], [-0.4, -0.3, -0.1], [0.1, -0.1, -0.4], [0.2, -0.8, -0.3], [0.2, 0.0, 0.6]],
  "lowdin_charge": [0.7422, -0.3436, -0.2543, -0.0080, -0.0657, -0.0395, -0.0248, -0.1229, -0.2373, 0.5138, -0.2484, -0.2561, -0.1056, -0.2405, -0.1035, 0.0914, 0.0807, 0.0865, 0.0861, 0.1012, 0.0957, 0.0873, 0.0806, 0.0893, -0.0698, -0.2459, 0.4018, -0.2701, -0.1913, -0.1368, -0.2118, -0.0741, 0.0860, 0.0864, 0.0861, 0.0891, 0.0921, 0.0901, 0.0927, 0.0856, 0.0896, -0.1272, -0.2081, 0.4859, -0.2580, -0.2255, -0.1021, -0.2660, -0.0694, 0.0881, 0.0768, 0.0858, 0.0885, 0.0919, 0.0868, 0.0927, 0.0859, 0.0728, -0.1407, -0.2284, 0.5826, -0.2542, -0.2448, -0.1391, -0.2259, -0.1404, 0.0891, 0.0857, 0.0920, 0.0895, 0.0870, 0.0694, 0.0939, 0.0917, 0.0895],
  "lumo_energy_ev": -6.2,
  "homo_lumo_gap_ev": 2.47,
  "largest_force_ha_per_bohr": 0.10394
}